[1]
Here is a single C22H24N2O5 molecule at a distorted geometry from the OMol25 dataset. Energies are from ωB97M-V/def2-TZVPD.

The calculation puts the HOMO energy at -8.12 eV. As for the SMILES: COc1cccc(OCc2cc(C(=O)N(C)CCOc3ccc(C)cc3)no2)c1. The value obtained for the relative energy (zero: lowest compared OMol25 entry of this formula, charge and spin) is 90.8 kcal/mol. The total energy is -36419.3198 eV. The largest force on an atom is 1.09 eV/Å.

```
! wB97M-V def2-TZVPD RIJCOSX def2/J DEFGRID3
* xyz 0 1
C 1.10487 1.70978 -4.85472
H 0.67469 2.41837 -5.56949
O 0.87133 2.11219 -3.52653
C -0.41728 2.24079 -3.10305
C -1.53857 1.95647 -3.86952
C -2.79851 2.12301 -3.31344
C -2.95351 2.58062 -2.02437
C -1.82589 2.87852 -1.25601
C -0.56309 2.69236 -1.78908
H 0.34066 2.88247 -1.23384
O -2.08572 3.36533 -0.00390
C -1.01251 3.77261 0.81134
C -0.30005 2.61954 1.44453
C -0.74990 1.59190 2.22049
C 0.42405 0.85110 2.52075
N 1.46658 1.41671 1.96124
O 1.03024 2.50477 1.29279
C 0.39941 -0.34022 3.40901
O -0.54392 -0.47361 4.17736
N 1.37788 -1.26232 3.32871
C 2.56187 -1.19827 2.50934
H 2.64171 -2.10058 1.90027
H 2.52113 -0.32610 1.86410
H 3.44718 -1.11989 3.14612
C 1.22008 -2.44563 4.15697
H 0.89848 -2.13660 5.15590
C 0.16131 -3.41645 3.60569
O 0.51627 -3.94371 2.34689
C 0.30012 -3.21417 1.20723
C 1.03074 -3.62630 0.09282
C 0.90013 -2.97112 -1.11337
C 0.04372 -1.88480 -1.24831
C -0.69374 -1.49292 -0.14118
C -0.58050 -2.14749 1.07313
H -1.18528 -1.81179 1.90029
H -1.37551 -0.65777 -0.22608
C -0.05815 -1.14374 -2.54575
H 0.70635 -0.36732 -2.58400
H 0.09654 -1.81563 -3.38767
H -1.02968 -0.66419 -2.64471
H 1.47814 -3.30445 -1.96332
H 1.69664 -4.46895 0.19923
H 0.10313 -4.28219 4.27106
H -0.81409 -2.92472 3.58843
H 2.18463 -2.95026 4.21823
H -1.74584 1.37783 2.54213
H -1.47637 4.38060 1.59582
H -0.29370 4.38908 0.25836
H -3.92844 2.72433 -1.58883
H -3.67087 1.89459 -3.90701
H -1.44983 1.60495 -4.88431
H 2.18746 1.69402 -4.97091
H 0.70556 0.70923 -5.04883
*
```

[2]
Here is a single C22H24N4O4S molecule at a distorted geometry from the OMol25 dataset. Energies are from ωB97M-V/def2-TZVPD.

The calculation puts the HOMO energy at -8.90 eV. As for the SMILES: CCCOc1ccc(C(=O)Nc2ccc(S(=O)(=O)Nc3cc(C)nc(C)n3)cc2)cc1. The value obtained for the relative energy (zero: lowest compared OMol25 entry of this formula, charge and spin) is 45.0 kcal/mol. The total energy is -48190.2315 eV. The largest force on an atom is 1.09 eV/Å.

```
! wB97M-V def2-TZVPD RIJCOSX def2/J DEFGRID3
* xyz 0 1
C -9.43691 0.30882 -0.26524
C -8.75714 0.11744 1.08457
C -7.30459 0.58316 1.05507
O -6.58525 -0.28836 0.20209
C -5.27434 -0.06511 -0.02421
C -4.52741 0.96810 0.53928
C -3.18353 1.09805 0.24048
C -2.55446 0.21148 -0.62729
C -3.31345 -0.80717 -1.20814
C -4.64541 -0.95253 -0.90550
H -5.23576 -1.74206 -1.34229
H -2.82804 -1.47965 -1.89850
C -1.12874 0.32710 -1.02447
O -0.72017 -0.04810 -2.10206
N -0.32499 0.88124 -0.05259
C 1.02090 1.21135 -0.12064
C 1.76206 1.11755 -1.30010
C 3.09229 1.49214 -1.30662
C 3.68494 1.95118 -0.14684
C 2.96679 2.04883 1.03032
C 1.63665 1.68367 1.04390
H 1.06414 1.76355 1.95707
H 3.45423 2.42671 1.91485
S 5.41219 2.38977 -0.11952
O 5.61890 3.54234 0.70182
O 5.93768 2.37683 -1.44843
N 6.08886 1.11844 0.76037
C 5.85445 -0.20092 0.45820
N 5.85905 -1.05690 1.47689
C 5.63942 -2.33497 1.19237
N 5.38105 -2.81710 -0.01073
C 5.37490 -1.96749 -1.03647
C 5.62631 -0.61598 -0.85248
H 5.66745 0.08496 -1.66638
C 5.06959 -2.53129 -2.38517
H 5.70135 -2.07452 -3.14256
H 5.21528 -3.60734 -2.37458
H 4.03001 -2.32407 -2.63718
C 5.69203 -3.30390 2.32693
H 6.71381 -3.66357 2.43915
H 5.39748 -2.81343 3.24959
H 5.04968 -4.15334 2.11626
H 6.22925 1.30712 1.74140
H 3.67660 1.44859 -2.21129
H 1.28756 0.75508 -2.19647
H -0.75718 1.04456 0.84616
H -2.64434 1.93284 0.66670
H -4.98504 1.68132 1.20650
H -7.24822 1.61278 0.67655
H -6.87725 0.55312 2.06704
H -8.77446 -0.93830 1.35836
H -9.28463 0.68191 1.85525
H -9.46329 1.36257 -0.53459
H -10.45707 -0.06432 -0.23190
H -8.89326 -0.23216 -1.03492
*
```

[3]
Here is a molecular structure, C22H24N4O6 at a distorted geometry from the OMol25 dataset. Energies are from ωB97M-V/def2-TZVPD.

The calculation puts the HOMO energy at -8.96 eV. The value obtained for the relative energy (zero: lowest compared OMol25 entry of this formula, charge and spin) is 631.7 kcal/mol. The total energy is -41423.5576 eV. The largest force on an atom is 15.61 eV/Å.

```
! wB97M-V def2-TZVPD RIJCOSX def2/J DEFGRID3
* xyz 0 1
N 8.00735 0.31869 1.12104
C 7.02170 0.47071 0.71366
C 5.67499 0.72352 0.30057
N 5.10621 1.82031 0.02635
C 3.81354 1.79923 -0.42971
C 2.84886 0.78994 -0.26657
N 3.29520 -0.47438 0.07344
C 4.64359 -0.46666 0.08896
C 5.11463 -1.77416 0.32656
N 5.63389 -2.89288 0.58759
C 1.42757 1.18618 -0.60139
C 0.66209 -0.09178 -0.98481
C -0.55417 -0.32870 -1.29950
C -1.22131 1.19326 -1.21214
C -0.53986 2.24499 -1.08665
C 0.74583 2.17407 -0.52207
H 1.36293 2.96294 -0.35799
H -1.07113 3.15972 -0.86294
O -2.44253 1.15389 -1.66898
C -3.28531 2.27164 -1.82062
C -4.04257 2.84730 -0.84100
O -3.20902 3.58332 0.29346
C -3.28897 3.32213 1.56042
H -4.37496 3.48604 1.98384
C -2.97474 1.92372 1.64210
O -4.04018 0.98162 1.65554
C -3.86530 -0.56835 1.31322
C -3.20754 -1.03638 2.42441
H -3.91768 -1.09329 3.47506
O -3.20853 -2.62313 2.29857
C -2.37440 -2.93118 1.15033
H -1.63294 -2.32893 0.87506
C -3.12542 -3.35415 -0.06482
O -2.39601 -4.30338 -0.99069
C -1.83304 -3.56466 -2.05061
C -0.67414 -2.27656 -1.64219
H 0.02200 -2.36699 -2.68110
O -1.35238 -1.21667 -1.17314
H -0.19612 -2.78933 -0.77548
H -1.47094 -4.15714 -2.57213
H -2.48949 -3.05089 -2.47824
H -4.15308 -3.93769 0.44227
H -3.61702 -2.53499 -0.55770
H -1.96582 -4.10355 1.59376
H -2.32462 -0.77989 2.57257
H -4.69982 -0.86942 1.06664
H -3.15646 -0.53568 0.46274
H -2.00005 1.24927 1.31372
H -2.65493 1.80288 2.83894
H -2.72437 3.94245 2.07348
H -4.53850 2.12646 -0.27936
H -4.66845 3.64784 -1.19562
H -2.40524 3.02338 -2.50016
H -3.93427 1.81985 -2.57310
H 1.41943 -1.19002 -0.73000
H 3.51524 3.07449 -0.31833
*
```

[4]
Here is a molecular structure, C22H24N5O7Sm at a distorted geometry from the OMol25 dataset. Energies are from ωB97M-V/def2-TZVPD.

The calculation puts the HOMO energy (alpha / beta) at -15.45 / -15.45 eV. The value obtained for the relative energy (zero: lowest compared OMol25 entry of this formula, charge and spin) is 12.7 kcal/mol. The total energy is -62876.8055 eV. As for the expectation value of S²: 8.7587. The largest force on an atom is 3.53 eV/Å.

```
! wB97M-V def2-TZVPD RIJCOSX def2/J DEFGRID3
* xyz 2 6
Sm -0.08505 0.22780 -0.28093
O -3.79772 1.85682 -1.29140
C -3.19722 1.08061 -0.54446
O -2.20386 0.23999 -0.93591
C -3.37558 1.11956 1.02078
C -3.07335 -0.31957 1.75126
C -3.64946 -0.40769 3.14480
C -2.81449 0.57204 3.93173
C -1.81527 1.08569 2.89948
O -1.67050 -0.15985 2.07435
C -2.42897 2.12528 1.93455
C -1.36676 2.81366 1.11296
O -0.20413 2.17559 0.95635
O -1.59523 4.00466 0.72511
H -4.43564 1.34164 1.29668
H -3.21570 -1.23381 1.14931
H -4.73690 -0.20735 3.15573
H -3.53021 -1.41322 3.46118
H -3.32855 1.38861 4.45250
H -2.18458 0.15729 4.69896
H -0.80516 1.34502 3.32815
H -3.11398 2.86334 2.44375
O 3.33811 -6.11325 -0.63920
N 4.13757 -5.18584 -0.72723
O 5.38419 -5.29593 -0.90833
C 3.65710 -3.83658 -0.62612
C 4.54228 -2.84083 -0.29164
C 4.01161 -1.54685 0.00405
C 4.88985 -0.56471 0.46609
C 4.40505 0.59893 1.02121
C 3.05388 0.82416 1.01952
N 2.21500 -0.05621 0.38501
C 2.64608 -1.24967 -0.06395
C 1.79169 -2.28853 -0.56665
N 0.43419 -1.99692 -0.71593
C -0.32576 -2.80582 -1.47384
C 0.14485 -4.07185 -1.79716
C 1.43469 -4.48628 -1.52884
C 2.26190 -3.56656 -0.82451
H 5.63191 -3.03859 -0.30675
H 5.92896 -0.76908 0.45487
H 5.14152 1.25768 1.49043
H 2.64103 1.79290 1.33421
H -1.38092 -2.56383 -1.66376
H -0.52222 -4.76768 -2.32194
H 1.82439 -5.41566 -1.89822
N -1.91271 3.96162 -1.73439
C -0.56641 3.55192 -2.12827
C -0.69362 2.30649 -2.97340
N 0.28969 1.20788 -2.51770
H -1.82380 4.25731 -0.62696
H -2.62280 3.22375 -1.67088
H -2.25242 4.73732 -2.27707
H -0.09968 3.30816 -1.15700
H -0.08017 4.40671 -2.60215
H -0.53119 2.59763 -3.99511
H -1.74142 1.90479 -2.98023
H 1.24693 1.56261 -2.64503
H 0.12895 0.30473 -2.99806
*
```

[5]
Here is a molecular structure, C22H24N5Re at a distorted geometry from the OMol25 dataset. Energies are from ωB97M-V/def2-TZVPD.

The calculation puts the HOMO energy (alpha / beta) at -17.68 / -17.72 eV. The value obtained for the relative energy (zero: lowest compared OMol25 entry of this formula, charge and spin) is 0.0 kcal/mol. The total energy is -32756.5230 eV. As for the expectation value of S²: 0.7861. The largest force on an atom is 3.74 eV/Å.

```
! wB97M-V def2-TZVPD RIJCOSX def2/J DEFGRID3
* xyz 3 2
Re -0.54194 0.44630 0.59623
C -2.33550 -2.95916 -1.42815
C -2.18590 -1.77566 -0.71770
N -1.04018 -1.08171 -0.71032
C 0.00931 -1.55037 -1.45335
C -0.04705 -2.75698 -2.16930
C -1.26465 -3.46721 -2.13928
C 1.09653 -3.13833 -2.91033
C 2.19976 -2.31855 -2.94358
C 2.22256 -1.08667 -2.27503
C 1.12668 -0.69403 -1.52502
N 0.87718 0.51479 -0.86309
C 1.05282 1.76487 -1.45887
C 2.12887 2.21940 -2.20536
C 2.08294 3.48006 -2.81161
C 0.96458 4.27384 -2.71741
C -0.15522 3.84000 -1.97128
C -1.36862 4.55303 -1.87876
C -2.41774 4.02839 -1.15309
C -2.24941 2.81826 -0.49160
N -1.11461 2.10892 -0.56162
C -0.08131 2.60088 -1.31014
H -3.28524 -3.47429 -1.40839
H -3.01110 -1.37799 -0.13701
H -1.36076 -4.39479 -2.69159
H 1.09018 -4.07487 -3.45371
H 3.07151 -2.61701 -3.51031
H 3.11058 -0.47466 -2.33350
H 3.02599 1.62586 -2.30365
H 2.94184 3.82343 -3.37189
H 0.92610 5.23388 -3.21693
H -1.47022 5.50224 -2.39190
H -3.36232 4.54773 -1.07692
H -3.05001 2.41474 0.11636
C -0.70719 -2.28442 2.59447
C 0.20161 -1.30424 3.33131
C 1.59431 -1.89127 3.52873
C -0.41888 -0.87382 4.65529
N 0.41632 -0.08079 2.41728
N -0.36538 1.10277 2.61208
H -0.87712 -3.15841 3.22325
H -0.24152 -2.63376 1.66970
H -1.68961 -1.84920 2.38185
H 1.53851 -2.80252 4.12170
H 2.24677 -1.19647 4.06388
H 2.05105 -2.15364 2.57076
H -0.39921 -1.72174 5.33873
H -1.47180 -0.58976 4.56241
H 0.14556 -0.07261 5.13810
H 1.41002 0.14730 2.42796
H 0.13405 1.90178 3.00387
H -1.15314 0.90648 3.23676
*
```